# 1
# C2H5ClN2S

C2H5ClN2S as an isolated structure in a non-equilibrium geometry (the ωB97M-V functional and the def2-TZVPD basis, the Open Molecules 2025 dataset).

```
11
Properties=species:S:1:pos:R:3:forces:R:3
Cl -3.4561 -0.5864 0.1450 -0.29 0.09 0.23
S -1.2918 1.0587 0.3199 -1.66 2.10 2.01
N -1.9610 -0.1421 -0.4818 0.78 -1.13 -1.27
N 0.3879 -1.6138 0.1500 -1.18 -1.27 -2.10
C 0.3580 1.0824 -0.1427 2.80 -1.35 -0.23
C 0.9945 -0.3783 0.3397 1.00 1.66 0.18
H 0.5229 1.3079 -1.2335 -0.13 -0.43 1.06
H 0.2081 -1.8914 -0.8869 0.44 1.14 2.04
H 1.9800 -0.3918 -0.1067 0.52 0.01 -0.79
H 0.9656 1.8332 0.5001 -1.49 -0.99 -1.10
H 1.2918 -0.2783 1.3969 -0.80 0.18 -0.05
```
Positions in Å, forces in eV/Å.

Calculated values
E_tot in eV: -28488.013
Multiplicity: 1
Frontier orbital gap (spin up / spin down) in eV: 7.699 / 8.903
ΔE to the lowest compared entry with this formula, charge and spin in kJ/mol: 433.55
LUMO energy (spin up / spin down) in eV: -0.5 / -0.6
Maximum force in Eh/bohr: 0.06507

=====

# 2
# C2H5ClN2S

A 2-piece molecular cluster, C2H5ClN2S overall in a non-equilibrium geometry (the ωB97M-V functional and the def2-TZVPD basis, the Open Molecules 2025 dataset).

```
11
Properties=species:S:1:pos:R:3:forces:R:3
Cl 1.5793 -1.4086 -2.7455 0.40 -0.37 0.20
S 0.0349 0.2338 2.2759 0.05 -0.78 -2.39
N 0.8755 -0.8011 3.0253 0.41 -0.12 -3.34
N -0.3882 0.1974 -1.6703 0.65 -0.45 2.13
C -0.4145 0.5318 -0.4334 -2.70 2.37 0.38
C 0.1574 -0.1455 0.6283 1.80 -2.02 0.91
H -0.8289 0.6926 -2.4275 0.09 -0.04 0.03
H 0.6778 -0.8304 3.9599 -0.52 0.34 3.22
H 0.7232 -1.0304 0.2269 -0.11 0.54 1.35
H -1.0706 1.3219 -0.1464 -0.38 1.08 0.01
H 0.3547 -0.5652 -1.7333 0.31 -0.55 -2.49
```
Positions in Å, forces in eV/Å.

Calculated values
E_tot in eV: -28489.903
Multiplicity: 1
Frontier orbital gap (spin up / spin down) in eV: 5.682 / 5.696
ΔE to the lowest compared entry with this formula, charge and spin in kJ/mol: 251.18
LUMO energy (spin up / spin down) in eV: -2.5 / -2.5
Maximum force in Eh/bohr: 0.07022

=====

# 3
# C2H5ClN3O

C2H5ClN3O as an isolated structure in a non-equilibrium geometry (the ωB97M-V functional and the def2-TZVPD basis, the Open Molecules 2025 dataset).

```
12
Properties=species:S:1:pos:R:3:forces:R:3
Cl 3.1288 -0.3894 -0.1667 2.05 -0.08 0.04
O -0.3156 1.3206 -0.0380 -0.26 -2.70 1.77
N 0.6361 -0.9371 0.2059 -2.51 -0.08 1.52
N -1.7853 -0.3063 -0.5086 -2.27 -0.74 -0.91
N 1.0809 1.1857 0.0481 -0.34 1.65 0.13
C 1.5571 -0.0678 0.1095 -1.31 1.53 -0.80
C -0.9401 0.0554 0.4336 1.22 -0.47 -3.21
H -2.7141 -0.8355 -0.4273 2.28 1.19 0.24
H 1.4186 2.1406 -0.1303 0.85 -1.22 0.07
H -1.3573 -0.2322 1.3556 0.60 0.64 2.03
H -1.4721 -0.0430 -1.4264 -0.47 -0.12 -0.48
H 0.7630 -1.8910 0.5446 0.16 0.39 -0.39
```
Positions in Å, forces in eV/Å.

Calculated values
E_tot in eV: -21185.458
Total charge: +1
Multiplicity: 1
Frontier orbital gap in eV: 11.168
ΔE to the lowest compared entry with this formula, charge and spin in kJ/mol: 117.74
LUMO energy in eV: -3.4
Maximum force in Eh/bohr: 0.06747

=====

# 4
# C2H5ClO2

A 2-piece molecular cluster, C2H5ClO2 overall in a non-equilibrium geometry (the ωB97M-V functional and the def2-TZVPD basis, the Open Molecules 2025 dataset).

```
10
Properties=species:S:1:pos:R:3:forces:R:3
Cl -1.6518 1.9253 -0.4834 -0.30 0.62 0.86
O -0.7772 -0.4659 -0.7863 0.22 -0.99 0.50
O 1.7088 1.5554 -1.0542 0.30 -0.24 0.29
C -0.7050 -0.6823 0.6290 0.14 0.06 0.83
C -1.1214 0.5571 -1.4195 -0.02 0.32 -1.97
H 1.0905 2.2404 -1.3113 -0.14 0.07 -0.21
H 1.7569 0.9356 -1.7890 -0.13 0.16 -0.08
H -1.2551 -1.5958 0.8472 0.02 0.08 -0.10
H 0.3496 -0.8129 0.8738 -0.13 0.04 -0.06
H -1.1162 0.1634 1.1775 0.03 -0.13 -0.07
```
Positions in Å, forces in eV/Å.

Calculated values
E_tot in eV: -18769.853
Multiplicity: 1
Frontier orbital gap in eV: 9.742
ΔE to the lowest compared entry with this formula, charge and spin in kJ/mol: 234.46
LUMO energy in eV: 0.8
Maximum force in Eh/bohr: 0.03874

=====

# 5
# C2H5ClO2S2

A 2-piece molecular cluster, C2H5ClO2S2 overall in a non-equilibrium geometry (the ωB97M-V functional and the def2-TZVPD basis, the Open Molecules 2025 dataset).

```
12
Properties=species:S:1:pos:R:3:forces:R:3
Cl 2.5229 0.0554 1.4513 1.11 0.69 -0.03
S -0.4751 -1.6486 0.2806 0.44 0.13 0.37
S -0.2117 0.2395 -0.4095 1.72 -2.09 -1.55
O 1.1589 0.2753 -0.8800 -0.33 0.33 -1.09
O -0.4816 1.0967 0.6735 -1.15 2.50 2.03
C -1.3244 0.6239 -1.7938 0.99 -0.31 2.30
C 1.2472 -0.7247 2.0732 -1.22 -2.04 -1.76
H -0.7200 1.4611 -2.1988 -1.01 -0.37 -0.27
H -2.2390 0.8558 -1.1949 0.39 0.01 -1.34
H -1.2985 -0.3183 -2.3441 -0.44 0.51 -0.43
H 1.4670 -1.8276 2.1452 -0.93 1.42 0.89
H 0.3542 -0.0883 2.1973 0.42 -0.78 0.88
```
Positions in Å, forces in eV/Å.

Calculated values
E_tot in eV: -40439.329
Multiplicity: 1
Frontier orbital gap (spin up / spin down) in eV: 7.154 / 7.155
ΔE to the lowest compared entry with this formula, charge and spin in kJ/mol: 201.40
LUMO energy (spin up / spin down) in eV: -1.7 / -1.7
Maximum force in Eh/bohr: 0.06645

=====

# 6
# C2H5F

One molecule with the formula C2H5F in a non-equilibrium geometry (the ωB97M-V functional and the def2-TZVPD basis, the Open Molecules 2025 dataset).

```
8
Properties=species:S:1:pos:R:3:forces:R:3
F -0.2683 -0.6247 1.6693 0.18 0.67 0.85
C 0.3150 0.6465 -0.3681 0.19 -0.74 1.34
C -0.3192 -0.5908 0.3069 -0.88 -0.11 -1.87
H 0.2093 -1.4718 -0.0174 0.28 -0.42 -0.32
H 1.3997 0.5720 -0.1831 -0.39 0.50 -0.02
H -0.1182 1.5663 0.0241 0.23 0.03 0.10
H -1.3820 -0.7417 0.0054 0.57 0.34 0.23
H 0.1637 0.6442 -1.4371 -0.19 -0.28 -0.31
```
Positions in Å, forces in eV/Å.

Calculated values
E_tot in eV: -4872.293
Multiplicity: 1
Frontier orbital gap in eV: 12.895
ΔE to the lowest compared entry with this formula, charge and spin in kJ/mol: 0.00
SMILES string: CCF
LUMO energy in eV: 1.2
Maximum force in Eh/bohr: 0.04015

=====

# 7
# C2H5F2N

One molecule with the formula C2H5F2N in a non-equilibrium geometry (the ωB97M-V functional and the def2-TZVPD basis, the Open Molecules 2025 dataset).

```
10
Properties=species:S:1:pos:R:3:forces:R:3
F -1.2696 0.7000 1.1712 1.41 -1.04 -0.70
F 0.4183 0.0567 2.4158 -0.02 0.09 -1.50
N 0.8160 0.1520 -0.0146 -4.15 0.51 -0.23
C -0.2156 -0.1858 1.2151 -0.39 -1.34 2.88
C 0.0763 -0.0517 -1.2436 0.97 -4.16 -1.47
H 1.0296 1.1717 0.0157 1.79 1.67 -0.13
H -0.5876 0.7832 -1.5278 0.24 0.33 0.59
H -0.3963 -1.1219 -1.1913 0.07 1.92 0.39
H -0.5653 -1.2501 1.3181 0.10 1.15 -0.70
H 0.6943 -0.2541 -2.1586 -0.02 0.86 0.88
```
Positions in Å, forces in eV/Å.

Calculated values
E_tot in eV: -9072.567
Multiplicity: 3
Frontier orbital gap (spin up / spin down) in eV: 4.389 / 9.261
ΔE to the lowest compared entry with this formula, charge and spin in kJ/mol: 305.19
<S²>: 2.004
LUMO energy (spin up / spin down) in eV: 1.0 / -4.1
Maximum force in Eh/bohr: 0.08796

=====

# 8
# C2H5F2NO

A 2-piece molecular cluster, C2H5F2NO overall in a non-equilibrium geometry (the ωB97M-V functional and the def2-TZVPD basis, the Open Molecules 2025 dataset).

```
11
Properties=species:S:1:pos:R:3:forces:R:3
F 2.2763 -1.6318 0.6262 0.84 -0.43 0.19
F -1.8983 -1.0129 -0.5763 -0.63 -0.45 0.01
O -1.0060 0.5833 0.6401 0.72 -0.32 2.54
N 1.7730 -0.6267 -0.1612 -0.82 3.07 -0.88
C -0.7827 1.3536 -0.3491 0.32 0.85 -3.09
C -1.4794 -0.6321 0.6268 0.59 0.45 -0.39
H -1.0961 0.9874 -1.3121 -0.08 0.01 -0.25
H 2.3324 -0.5137 -1.0608 -0.31 -0.49 1.93
H 0.0890 1.9809 -0.3645 0.01 0.44 0.74
H 1.8327 0.2900 0.4200 0.29 -2.18 -1.26
H -2.0409 -0.7780 1.5108 -0.91 -0.95 0.46
```
Positions in Å, forces in eV/Å.

Calculated values
E_tot in eV: -11121.129
Multiplicity: 1
Frontier orbital gap (spin up / spin down) in eV: 8.546 / 8.590
ΔE to the lowest compared entry with this formula, charge and spin in kJ/mol: 593.99
LUMO energy (spin up / spin down) in eV: 0.6 / 0.7
Maximum force in Eh/bohr: 0.06417

=====

# 9
# C2H5F3O

A 2-piece molecular cluster, C2H5F3O overall in a non-equilibrium geometry (the ωB97M-V functional and the def2-TZVPD basis, the Open Molecules 2025 dataset).

```
11
Properties=species:S:1:pos:R:3:forces:R:3
F -0.5133 -1.2669 -1.4689 -0.34 -1.61 0.41
F -0.4421 1.9584 -0.0406 -0.12 0.09 -0.33
F 1.2031 0.6880 -0.7760 0.55 0.40 -0.10
O 1.2564 -1.2693 2.2139 -0.38 1.10 0.48
C -0.9226 0.0122 -1.4295 0.33 2.31 -0.60
C -0.0700 0.6895 -0.3330 -0.48 -1.28 0.21
H 0.3633 -0.9829 2.5117 1.00 -0.33 -0.16
H -0.0713 0.0906 0.6004 -0.16 0.31 -0.48
H -2.0050 0.1950 -1.2867 0.44 -0.66 0.22
H -0.6448 0.3997 -2.4286 -0.19 0.45 0.55
H 1.8464 -0.5143 2.4375 -0.62 -0.78 -0.21
```
Positions in Å, forces in eV/Å.

Calculated values
E_tot in eV: -12354.603
Multiplicity: 1
Frontier orbital gap in eV: 12.302
ΔE to the lowest compared entry with this formula, charge and spin in kJ/mol: 87.10
SMILES string: FCC(F)F.O
LUMO energy in eV: 0.7
Maximum force in Eh/bohr: 0.04680

=====

# 10
# C2H5FIN

A 2-piece molecular cluster, C2H5FIN overall in a non-equilibrium geometry (the ωB97M-V functional and the def2-TZVPD basis, the Open Molecules 2025 dataset).

```
10
Properties=species:S:1:pos:R:3:forces:R:3
I 2.5666 -0.7468 -0.1928 0.04 0.03 0.42
F 1.6728 2.1468 0.3417 -0.93 -3.09 -1.17
N 1.0855 0.5548 -0.4489 0.09 2.83 0.29
C -0.1615 0.4072 0.2824 -0.54 -0.38 -0.60
C -1.0265 -0.7650 -0.2479 2.46 0.61 -2.74
H -1.0636 -0.5485 -1.3626 -0.10 -1.08 1.04
H -0.3970 -1.6486 0.0179 -0.93 0.24 -0.69
H -0.5996 1.3794 0.2748 -0.51 0.59 -0.31
H -0.0454 0.0966 1.2487 0.94 -0.11 2.99
H -2.0312 -0.8759 0.0867 -0.53 0.37 0.78
```
Positions in Å, forces in eV/Å.

Calculated values
E_tot in eV: -14458.948
Multiplicity: 1
Frontier orbital gap in eV: 8.288
ΔE to the lowest compared entry with this formula, charge and spin in kJ/mol: 395.18
LUMO energy in eV: -1.6
Maximum force in Eh/bohr: 0.07251